No. 1
Molecular formula: C16H36NO15P
Method: DFT, wB97M-V/def2-TZVPD

Its SMILES is COC(=O)OC.COC(=O)OC.COC(=O)OC.COC(=O)OC.COC(=O)OC.CPN. Its highest occupied orbital energy is -8.67 eV. The LUMO energy comes out at 0.542 eV. As for the HOMO-LUMO gap: 9.21 eV.

Structure (ORCA input):
```
! RIJCOSX wB97M-V def2-TZVPD def2/J DEFGRID3
* xyz 0 1
P -4.28 2.42 -3.25
O -0.11 -8.16 0.95
O -1.22 -0.71 -1.06
O -0.07 -6.02 1.66
O -1.97 -6.90 1.15
O 1.05 5.73 -3.83
O -1.71 -0.64 1.14
O 0.21 1.55 4.34
O 2.08 6.85 -2.17
O 1.40 4.71 -1.97
O 2.96 -0.51 -0.17
O 1.68 0.53 5.71
O 4.63 -1.96 -0.61
O 1.64 -0.04 3.63
O 2.88 -2.02 -1.85
O -1.56 1.21 0.05
N -4.37 3.67 -2.03
C -2.73 -8.01 0.69
C 1.91 4.71 -0.63
C 1.57 -1.53 -2.19
C -6.06 1.95 -3.55
C 1.10 0.10 2.31
C 1.35 -6.13 1.79
C 5.35 -1.38 0.49
C 1.57 5.87 -2.61
C -1.48 -0.10 -0.06
C 1.09 0.76 4.54
C -0.66 -7.13 1.22
C 3.44 -1.41 -0.81
C -1.32 1.92 -1.17
C 1.16 6.90 -4.64
C -1.65 -2.06 1.16
C 1.17 1.32 6.78
H 0.71 6.67 -5.60
H 1.81 -6.34 0.83
H -6.23 1.59 -4.56
H -3.77 -7.70 0.67
H -6.67 2.86 -3.43
H 1.26 1.11 1.94
H -3.89 3.09 -4.44
H -4.35 3.25 -1.11
H 1.72 1.05 7.67
H 1.62 -0.48 -2.47
H 5.55 -0.33 0.31
H 0.04 -0.15 2.30
H -1.41 2.98 -0.95
H 1.40 5.45 -0.03
H 1.72 3.73 -0.22
H -1.85 -2.38 2.18
H 2.98 4.90 -0.63
H 0.62 7.73 -4.18
H 1.64 -0.59 1.67
H 6.30 -1.91 0.55
H -2.06 1.66 -1.92
H -0.65 -2.41 0.88
H 2.20 7.17 -4.79
H 1.33 2.38 6.58
H -2.43 -8.29 -0.32
H 0.88 -1.68 -1.36
H 1.71 -5.17 2.15
H -2.40 -2.49 0.51
H -6.41 1.22 -2.83
H 4.81 -1.52 1.42
H -5.29 4.10 -2.11
H -2.63 -8.85 1.37
H 1.23 -2.11 -3.04
H 0.11 1.13 6.94
H -0.31 1.73 -1.53
H 1.61 -6.91 2.51
*
```

***

No. 2
Molecular formula: C16H36NO6P2
Method: DFT, wB97M-V/def2-TZVPD

The relative energy (zero: lowest compared OMol25 entry of this formula, charge and spin) is 70.65 kcal/mol. Its highest occupied orbital energy is -8.06 eV. The LUMO energy comes out at -0.886 eV. As for the HOMO-LUMO gap: 7.17 eV.

Structure (ORCA input):
```
! RIJCOSX wB97M-V def2-TZVPD def2/J DEFGRID3
* xyz 0 2
P -2.50 2.83 2.37
P 2.77 -4.25 -4.09
O -1.07 3.54 3.00
O -3.72 2.36 1.60
O -3.31 3.55 3.64
O 0.50 -0.10 -0.56
O -2.09 1.41 3.11
O 3.83 -3.58 -5.26
N 0.77 -0.95 -1.50
C -1.43 0.41 2.34
C 0.82 -3.44 -2.21
C -4.65 4.00 3.47
C -1.62 5.90 2.58
C 0.26 -2.31 -1.24
C 0.02 0.79 2.05
C 3.87 -4.73 -2.64
C 2.16 -0.90 -1.98
C 3.25 -1.47 -0.98
C 0.41 -2.84 0.24
C 1.51 -2.92 -3.54
C -0.64 4.76 2.38
C -5.64 2.95 3.93
C 2.31 -1.54 -3.41
C 2.51 0.65 -2.16
C -1.33 -2.24 -1.51
H 3.57 -0.70 -0.22
H -5.62 2.86 5.02
H -2.56 5.72 2.04
H 4.97 -4.57 -2.81
H -1.79 -3.26 -1.56
H 1.82 -0.82 -4.14
H -1.53 -1.60 -2.40
H 0.33 -2.06 1.04
H 0.54 -0.03 1.57
H -0.49 4.57 1.31
H -4.83 4.30 2.44
H -4.76 4.90 4.09
H 3.69 -5.82 -2.38
H 3.39 -1.60 -3.72
H -1.78 -1.73 -0.61
H -1.98 0.24 1.41
H -5.41 1.96 3.53
H -1.87 6.02 3.64
H 0.07 1.65 1.38
H 1.34 -3.46 0.42
H 0.54 1.06 2.97
H 1.45 -4.14 -1.60
H -6.66 3.22 3.63
H 0.74 -2.80 -4.35
H 1.65 1.15 -2.69
H -1.20 6.84 2.21
H 0.32 5.02 2.81
H -0.45 -3.55 0.42
H 2.63 1.17 -1.16
H 3.49 0.80 -2.71
H 4.12 -4.36 -5.76
H 4.18 -1.65 -1.61
H 3.00 -2.46 -0.52
H -0.07 -4.06 -2.55
H 3.60 -4.15 -1.71
H -1.45 -0.51 2.92
*
```

***

No. 3
Molecular formula: C16H37AlBClN3O7
Method: DFT, wB97M-V/def2-TZVPD

Its highest occupied orbital energy is -4.75 eV. The LUMO energy comes out at 2.202 eV. As for the HOMO-LUMO gap: 6.95 eV.

Structure (ORCA input):
```
! RIJCOSX wB97M-V def2-TZVPD def2/J DEFGRID3
* xyz -1 1
Cl -1.36 -3.01 5.69
Al 1.00 -2.00 0.49
O -2.57 2.90 -0.87
O -0.08 2.43 1.74
O -0.53 -1.34 -0.29
O -2.01 1.52 2.89
O -0.75 0.07 1.43
O 1.85 -0.37 0.44
O -7.32 1.81 -2.36
N 4.34 -2.07 -1.07
N 3.85 -2.69 1.15
N 4.40 -4.43 -0.44
C -5.56 2.37 -0.87
C -0.49 -2.86 3.02
C 1.43 0.21 -1.85
C 0.86 -3.03 2.23
C 2.74 1.04 -2.08
C -0.25 -2.26 4.44
C -1.60 0.61 -0.93
C 2.45 2.41 -2.76
C 3.70 -3.11 -0.26
C 3.54 3.48 -2.51
C 2.20 -3.23 -0.66
C -8.04 2.42 -0.19
C -0.47 0.06 0.01
C -1.43 2.11 -1.32
C 1.01 0.48 -0.36
C -7.00 2.16 -1.25
B -0.91 1.33 1.98
H 1.49 2.84 -2.42
H 5.31 -4.29 -0.01
H 4.49 -2.47 -1.99
H 0.97 -4.11 1.97
H -1.62 1.40 3.77
H 1.35 1.49 -0.06
H -2.61 0.37 -0.55
H 3.18 4.45 -2.92
H 1.85 -4.27 -0.44
H -1.37 2.28 -2.41
H 3.92 -5.08 0.19
H 0.65 0.50 -2.57
H 3.75 3.65 -1.44
H -1.49 0.02 -1.85
H 4.77 -2.31 1.35
H 2.07 -3.09 -1.75
H 3.68 -3.48 1.76
H -7.98 3.46 0.14
H -0.95 -3.87 3.13
H 3.37 0.42 -2.76
H -1.23 -2.24 2.48
H 1.70 -2.79 2.91
H -5.40 3.40 -0.56
H 2.33 2.19 -3.84
H -4.92 2.15 -1.72
H -0.46 -1.18 4.39
H -2.46 2.98 0.09
H -9.03 2.24 -0.60
H -0.12 3.05 2.47
H 0.77 -2.45 4.80
H -5.29 1.69 -0.05
H -7.88 1.75 0.66
H 3.31 1.12 -1.14
H 4.50 3.26 -3.01
H 5.22 -1.78 -0.65
H -0.55 2.56 -0.81
H 1.66 -0.86 -2.00
*
```

***

No. 4
Molecular formula: C16H37F3N8O8S2Si2V
Method: DFT, wB97M-V/def2-TZVPD

The relative energy (zero: lowest compared OMol25 entry of this formula, charge and spin) is 0.00 kcal/mol. Its highest occupied orbital energy (spin up / spin down) is -5.54 / -5.68 eV. The LUMO energy (spin up / spin down) comes out at 2.243 / 2.241 eV. As for the HOMO-LUMO gap (spin up / spin down): 7.79 / 7.92 eV.

Structure (ORCA input):
```
! RIJCOSX wB97M-V def2-TZVPD def2/J DEFGRID3
* xyz -1 3
V -0.06 -0.57 -0.29
S 1.12 -1.93 2.53
S 1.25 -3.10 -1.72
Si -2.98 -1.66 0.96
Si -3.22 0.87 -0.83
F 1.65 0.38 3.71
F 2.11 -1.36 4.91
F 0.05 -0.74 4.64
O 0.14 -1.16 1.75
O 1.80 -4.32 -1.24
O 2.46 -1.90 2.01
O 0.28 -3.49 -2.90
O 0.31 -2.46 -0.72
O 2.19 -2.11 -2.21
O 1.01 2.37 -1.76
O 0.62 -3.17 3.04
N 2.06 1.83 1.08
N 0.45 3.28 1.82
N -0.19 1.36 0.62
N 4.02 0.79 0.44
N -0.22 0.62 -4.50
N 0.03 0.31 -2.26
N 1.95 -0.04 -0.28
N -1.02 -1.39 -3.52
C -2.71 -0.97 2.70
C 1.23 -0.86 4.03
C 0.71 2.11 1.12
C -2.22 -0.61 -0.38
C -3.87 1.80 0.69
C -0.91 0.52 -5.75
C 0.30 1.87 -4.00
C 4.77 2.01 0.21
C -0.45 -0.23 -3.44
C -4.86 -1.84 0.79
C 2.65 0.80 0.35
C 0.52 1.55 -2.53
C 4.68 -0.41 -0.06
C -2.37 -3.43 0.89
C -4.72 0.47 -1.91
C -2.35 2.21 -1.85
H 4.18 2.89 0.47
H -2.10 1.84 -2.85
H -0.47 1.22 -6.46
H -0.42 2.69 -4.08
H -2.38 0.07 2.68
H -0.33 -2.71 -3.06
H -4.33 2.75 0.39
H 5.71 -0.40 0.29
H -5.22 1.39 -2.23
H -4.62 1.22 1.22
H 4.18 -1.29 0.33
H -3.64 -1.02 3.28
H -1.30 -3.52 1.07
H -1.95 -1.54 3.22
H -2.58 -3.85 -0.10
H -2.90 -4.03 1.63
H -1.43 2.61 -1.40
H 2.58 2.16 1.87
H -5.14 -2.24 -0.19
H 4.69 -0.45 -1.16
H -0.52 3.54 1.83
H -4.38 -0.05 -2.82
H -5.44 -0.17 -1.42
H -3.09 2.04 1.43
H 1.06 4.04 1.58
H -1.11 1.77 0.67
H -1.98 0.74 -5.67
H 5.05 2.11 -0.85
H 1.24 2.16 -4.47
H -3.05 3.04 -1.98
H -1.32 -1.57 -4.47
H 5.68 2.01 0.81
H -2.25 -1.22 -1.30
H 2.46 -0.69 -0.89
H -5.21 -2.54 1.55
H -5.41 -0.90 0.94
H -0.80 -0.48 -6.18
*
```